Here is 10 unconnected molecules or ions with the total composition C40H60O30 from the Open Molecules 2025 dataset. Energies are from the ωB97M-V functional and the def2-TZVPD basis.

```
130
Properties=species:S:1:pos:R:3:lowdin_charge:R:1
O 3.948 -3.854 -1.056 0.073
O 2.775 6.326 0.613 0.066
O -2.832 0.554 -1.136 0.148
O 0.717 1.586 0.092 0.061
O 3.868 -2.926 0.937 0.077
O -4.154 0.679 0.685 0.083
O -1.844 5.826 -3.690 0.173
O 4.001 8.101 0.038 0.146
O -0.679 6.348 5.138 0.062
O -0.614 4.810 6.763 0.173
O -2.551 3.746 -4.264 0.091
O 0.685 4.634 4.905 0.055
O -1.978 -6.596 1.140 0.113
O 2.161 -2.596 -0.493 0.162
O 4.666 0.905 -3.863 0.101
O 0.202 0.580 1.942 0.073
O 0.882 2.748 2.026 0.162
O -3.192 -5.997 -0.587 0.047
O -0.028 0.762 8.620 0.153
O 4.864 -1.198 -4.513 0.084
O -0.239 -2.996 -3.544 0.104
O -4.459 -0.940 -0.782 0.071
O 2.826 6.947 -1.495 0.093
O -0.628 4.043 -3.131 0.056
O -2.364 -4.400 0.714 0.144
O -0.156 -0.813 -3.218 0.138
O 0.906 0.769 6.585 0.078
O 6.357 0.305 -5.205 0.146
O -1.297 0.929 6.761 0.077
O -1.856 -2.044 -2.348 0.075
C 2.459 4.854 -2.617 -0.022
C 0.541 0.769 5.185 -0.047
C 3.606 -1.147 -3.823 -0.071
C -2.515 -5.567 0.485 -0.576
C 3.392 0.314 -3.536 -0.272
C 2.103 5.278 -0.086 -0.081
C -0.685 -1.866 -3.025 -0.546
C -2.540 -7.805 0.655 -0.333
C -2.283 -3.361 -2.593 -0.100
C 5.398 -4.414 2.001 -0.018
C -0.978 0.886 5.362 -0.288
C -0.095 0.811 7.431 -0.576
C -3.754 0.175 -0.486 -0.561
C 5.265 -3.972 -0.548 -0.089
C 1.060 5.500 3.865 -0.099
C -0.555 -5.298 -2.796 -0.002
C 2.301 1.014 -4.372 -0.011
C 1.962 5.786 -1.537 -0.278
C 5.368 0.035 -4.576 -0.600
C 0.044 6.613 3.901 -0.300
C -0.172 5.234 5.755 -0.562
C -3.449 -7.410 -0.542 -0.053
C -0.754 2.620 -3.257 -0.069
C 0.445 0.248 -0.322 -0.079
C -1.200 -4.045 -3.428 -0.277
C -5.444 -1.165 0.262 -0.285
C -1.701 4.653 -3.664 -0.540
C 3.265 7.203 -0.262 -0.592
C -1.526 2.143 4.652 -0.004
C -0.740 -1.531 1.160 0.019
C -5.552 -2.669 0.547 0.001
C -2.208 1.576 -5.186 -0.009
C 0.387 -0.478 1.050 -0.313
C -3.121 -8.699 1.708 -0.022
C 3.216 -3.075 -0.234 -0.551
C 5.212 -3.398 0.891 -0.294
C -2.117 2.441 -3.957 -0.325
C 0.684 1.746 1.429 -0.529
C -4.894 -0.288 1.383 -0.104
C 0.438 8.072 3.902 -0.022
H -4.606 -3.141 0.296 0.069
H -0.791 2.366 3.881 0.051
H 0.928 6.039 -1.777 0.147
H -3.203 -7.966 -1.440 0.131
H 2.053 5.828 4.194 0.148
H -2.062 0.514 -4.971 0.075
H -0.700 -2.018 2.126 0.091
H 5.484 -3.967 2.994 0.087
H -2.436 -8.708 2.560 0.094
H 1.352 -0.973 1.182 0.134
H -5.943 -2.758 1.559 0.091
H -1.445 1.791 -5.937 0.091
H 6.313 -4.962 1.774 0.088
H -2.613 -3.875 -1.688 0.104
H 4.534 -5.059 2.167 0.095
H -0.743 6.481 3.151 0.152
H 0.352 -5.518 -3.353 0.089
H -1.266 -6.108 -2.975 0.080
H -6.264 -3.085 -0.168 0.083
H 1.435 0.380 -4.566 0.064
H 1.726 4.047 -2.648 0.063
H 2.724 4.383 -0.025 0.134
H 0.124 2.152 -3.696 0.089
H -0.860 2.124 -2.292 0.112
H -0.453 -5.154 -1.722 0.084
H 3.092 0.509 -2.507 0.143
H -2.651 2.009 -3.106 0.129
H -4.126 -8.423 2.025 0.091
H -4.294 -0.853 2.102 0.139
H 1.085 8.322 4.751 0.090
H -0.534 0.312 -0.803 0.098
H 1.002 8.384 3.022 0.086
H -1.687 -8.324 0.201 0.151
H 1.158 -0.196 -1.009 0.108
H 3.526 4.635 -2.526 0.097
H -1.495 -4.386 -4.421 0.150
H 0.953 1.657 4.713 0.117
H -0.665 -2.087 0.227 0.076
H -0.401 8.739 4.094 0.086
H -6.361 -0.754 -0.165 0.154
H -1.828 3.042 5.185 0.082
H 2.623 1.460 -5.315 0.102
H -4.442 -7.732 -0.221 0.127
H -3.216 -3.410 -3.172 0.139
H 5.883 -2.540 0.907 0.154
H 5.920 -3.335 -1.148 0.132
H -3.060 -9.750 1.421 0.093
H 1.879 1.874 -3.849 0.045
H 5.770 -4.937 -0.577 0.133
H -3.201 1.650 -5.629 0.086
H 2.914 -1.424 -4.625 0.136
H -5.709 0.180 1.935 0.141
H -2.477 1.891 4.170 0.074
H 1.125 5.059 0.336 0.121
H 0.899 -0.131 4.692 0.127
H 3.434 -1.791 -2.963 0.121
H -1.652 -0.953 0.987 0.076
H 2.511 5.337 -3.598 0.095
H 1.084 5.084 2.862 0.107
H -1.551 0.045 4.970 0.141
```

Properties
* relative energy (zero: lowest compared OMol25 entry of this formula, charge and spin): 2.9534 eV
* E: -3817.47540 a.u.
* strongest force on any atom: 2.728 eV/Å
* orbital gap: 9.93 eV
* SMILES string: C[C@H]1COC(=O)O1.C[C@H]1COC(=O)O1.C[C@H]1COC(=O)O1.C[C@H]1COC(=O)O1.C[C@H]1COC(=O)O1.C[C@H]1COC(=O)O1.C[C@H]1COC(=O)O1.C[C@H]1COC(=O)O1.C[C@H]1COC(=O)O1.C[C@H]1COC(=O)O1
* M: 1020.9 g/mol

---

Here is 10 unconnected molecules or ions with the total composition C40H60O30 from the Open Molecules 2025 dataset. Energies are from the ωB97M-V functional and the def2-TZVPD basis.

```
130
Properties=species:S:1:pos:R:3:lowdin_charge:R:1
O 32.970 32.891 61.956 0.127
O 28.719 36.530 68.194 0.135
O 30.255 39.140 64.605 0.076
O 28.834 39.869 66.204 0.083
O 23.182 36.351 64.710 0.125
O 27.179 31.566 59.384 0.148
O 31.450 31.211 69.663 0.077
O 32.158 29.337 66.323 0.185
O 28.536 31.445 61.108 0.107
O 34.398 34.449 62.858 0.047
O 26.848 35.404 67.847 0.120
O 29.376 34.770 63.706 0.100
O 27.186 34.926 63.186 0.127
O 33.202 36.552 69.399 0.071
O 23.330 34.507 63.570 0.062
O 29.157 30.536 59.308 0.107
O 31.125 33.004 68.402 0.080
O 33.024 38.714 69.553 0.077
O 25.755 36.902 59.751 0.089
O 34.085 32.596 63.928 0.047
O 28.020 33.219 64.398 0.089
O 22.329 36.293 62.667 0.139
O 27.939 36.165 66.200 0.133
O 26.648 36.255 57.809 0.089
O 29.570 31.529 68.503 0.158
O 26.079 38.333 58.025 0.161
O 34.292 37.708 71.072 0.092
O 28.161 38.848 64.268 0.098
O 33.340 29.207 64.486 0.067
O 31.843 30.771 64.710 0.095
C 32.362 38.442 68.341 -0.217
C 29.037 39.301 65.109 -0.555
C 31.184 34.551 65.282 -0.001
C 28.653 38.216 63.112 -0.246
C 30.279 30.357 60.186 -0.040
C 28.235 37.120 70.434 -0.009
C 26.873 35.142 58.698 -0.051
C 25.411 34.794 60.730 -0.048
C 29.093 32.978 65.130 -0.146
C 35.184 34.570 64.160 -0.018
C 32.814 39.259 67.028 0.012
C 27.104 35.257 69.332 -0.029
C 33.593 37.601 70.031 -0.550
C 33.826 33.216 62.765 -0.543
C 32.338 33.349 69.043 -0.058
C 33.815 31.280 69.292 -0.046
C 36.516 32.482 64.216 -0.032
C 32.479 36.831 68.303 -0.118
C 30.205 38.560 63.382 -0.120
C 22.937 35.809 63.587 -0.628
C 32.437 29.852 65.290 -0.661
C 28.211 31.204 59.874 -0.648
C 32.992 28.287 66.550 -0.288
C 24.043 34.281 64.731 -0.165
C 30.176 33.777 64.363 -0.252
C 35.278 33.141 64.645 -0.305
C 32.675 31.999 69.820 -0.283
C 23.486 35.411 66.857 -0.015
C 28.098 38.876 61.881 0.005
C 27.854 36.031 67.408 -0.717
C 29.749 30.913 61.506 -0.283
C 24.099 35.506 65.496 -0.284
C 28.110 34.353 63.729 -0.556
C 33.889 28.139 65.383 -0.066
C 29.524 29.886 62.675 0.010
C 32.064 26.980 66.937 0.069
C 26.344 35.693 60.028 -0.437
C 28.398 35.954 69.523 -0.311
C 30.675 31.878 68.765 -0.652
C 26.168 37.246 58.477 -0.610
H 24.782 35.348 61.568 0.091
H 24.988 36.104 65.437 0.154
H 29.050 30.418 63.401 0.032
H 31.454 36.436 68.308 0.118
H 34.570 35.229 64.698 0.101
H 30.447 29.223 60.292 0.162
H 28.477 38.352 60.879 0.143
H 30.922 37.696 63.245 0.137
H 30.544 29.593 62.884 0.069
H 36.296 31.387 64.401 0.115
H 29.230 33.432 66.200 0.146
H 25.832 33.816 61.366 0.148
H 31.480 27.338 67.726 0.078
H 29.174 28.907 62.461 0.076
H 27.596 37.821 69.870 0.124
H 27.083 38.817 61.940 0.057
H 32.643 40.297 66.816 0.078
H 36.152 34.896 64.006 0.107
H 32.193 35.057 64.927 0.100
H 29.051 35.129 69.853 0.157
H 27.986 34.955 58.701 0.147
H 32.836 32.050 71.054 0.214
H 23.589 36.377 67.293 0.084
H 26.341 34.277 58.262 0.136
H 32.213 34.213 69.872 0.174
H 33.917 27.245 64.837 0.099
H 31.938 33.940 65.878 0.080
H 27.934 36.830 71.518 0.143
H 33.174 33.555 68.420 0.107
H 30.707 33.271 63.702 0.074
H 25.105 33.805 64.391 0.173
H 29.463 31.748 65.138 0.194
H 33.663 28.443 67.538 0.186
H 27.290 34.194 69.560 0.138
H 36.608 32.839 63.205 0.095
H 32.641 38.792 66.156 0.007
H 35.203 32.991 65.701 0.141
H 32.430 26.354 67.519 -0.009
H 24.441 34.726 60.042 0.136
H 28.347 37.237 63.373 0.118
H 30.498 31.656 61.956 0.158
H 30.619 39.071 62.512 0.118
H 37.465 32.575 64.772 0.105
H 35.120 28.254 65.536 0.184
H 33.916 39.241 66.864 0.091
H 29.157 37.513 70.454 0.030
H 34.054 30.385 69.654 0.040
H 34.667 31.751 69.413 0.041
H 24.129 34.837 67.502 0.070
H 33.642 30.905 68.142 0.155
H 28.573 39.790 61.649 0.069
H 33.079 36.577 67.285 0.172
H 31.114 30.820 59.831 0.098
H 27.218 35.882 60.630 0.127
H 22.560 34.836 66.897 0.105
H 31.358 38.757 68.731 0.159
H 31.616 26.714 66.037 0.082
H 30.718 35.204 65.948 0.036
H 23.564 33.414 65.311 0.152
H 26.195 35.654 69.877 0.158
```

Properties
* relative energy (zero: lowest compared OMol25 entry of this formula, charge and spin): 15.3941 eV
* E: -3817.01821 a.u.
* strongest force on any atom: 13.963 eV/Å
* orbital gap: 9.13 eV
* SMILES string: C[C@H]1COC(=O)O1.C[C@H]1COC(=O)O1.C[C@H]1COC(=O)O1.C[C@H]1COC(=O)O1.C[C@H]1COC(=O)O1.C[C@H]1COC(=O)O1.C[C@H]1COC(=O)O1.C[C@H]1COC(=O)O1.C[C@H]1COC(=O)O1.C[C@H]1COC(=O)O1
* M: 1020.9 g/mol

---

Here is 10 unconnected molecules or ions with the total composition C40H60O30 from the Open Molecules 2025 dataset. Energies are from the ωB97M-V functional and the def2-TZVPD basis.

```
130
Properties=species:S:1:pos:R:3:lowdin_spin:R:1
O -0.728 3.109 4.270 0.000
O 2.611 6.770 0.924 0.000
O -4.226 -0.657 -3.545 0.001
O -3.540 -0.061 -1.552 0.038
O -1.238 0.452 1.702 0.241
O -0.500 -4.308 0.647 0.001
O 2.474 2.291 -1.709 0.005
O 0.990 0.667 -6.583 0.000
O 2.334 7.977 -0.914 0.000
O 0.756 -2.322 6.490 0.000
O 3.417 8.874 0.853 0.000
O -3.411 -1.375 5.086 0.002
O 5.030 -4.390 -1.182 0.000
O 1.269 2.988 5.412 0.000
O 1.291 -1.538 -5.934 0.000
O 5.765 -2.876 -2.656 0.000
O -4.983 -2.738 5.961 0.000
O -1.782 -5.194 -0.896 0.000
O -0.765 -1.216 7.760 0.000
O 3.145 3.336 -3.585 0.000
O -2.694 2.026 2.488 -0.017
O 4.417 1.892 -2.695 0.000
O -0.051 -3.370 8.390 0.000
O -2.414 0.481 -3.436 0.004
O 2.387 -0.047 -4.801 0.000
O -1.837 2.235 0.434 0.157
O -4.485 -2.629 3.656 0.002
O 3.537 -3.183 -2.197 0.000
O -2.702 -4.659 0.987 0.000
O -0.158 4.835 5.504 0.000
C -2.552 0.241 -4.863 0.000
C 0.895 5.300 0.799 0.000
C -3.833 -0.664 -4.828 0.000
C 5.594 1.218 -4.531 0.000
C 0.219 3.517 5.073 0.000
C 0.653 -1.278 4.379 0.000
C 4.204 3.314 -4.467 0.000
C -0.839 1.530 -0.288 0.130
C 3.017 -3.314 -5.544 0.000
C -1.646 4.208 3.946 0.000
C -1.582 -4.700 0.286 0.000
C -1.352 5.269 5.061 0.000
C -0.253 -0.339 6.743 0.000
C 2.003 -2.308 -5.003 0.000
C 5.100 2.431 -3.704 0.000
C 2.051 5.939 -0.011 0.000
C 2.778 7.955 0.365 0.000
C 1.683 6.794 -1.211 0.000
C -0.358 0.398 0.607 0.155
C -3.377 -0.113 -2.738 0.003
C 3.685 -5.090 0.855 0.000
C -4.992 -0.167 -5.708 0.000
C -1.097 6.641 4.319 0.000
C 3.285 2.424 -2.646 0.000
C -3.397 -1.965 2.940 0.000
C -3.149 -5.396 -0.957 0.000
C 2.813 -3.827 -1.222 0.000
C 2.460 -1.246 -4.041 0.000
C 4.843 -3.428 -1.963 0.000
C 1.500 -0.174 -5.861 0.000
C -1.965 1.618 1.613 0.014
C -3.643 -5.484 0.512 0.000
C -0.092 -2.435 7.572 0.000
C -5.080 -4.949 0.617 0.000
C -0.158 -1.041 0.071 0.064
C -2.983 -0.844 3.861 0.001
C -4.045 -1.430 1.627 0.004
C -4.373 -2.267 5.014 0.000
C 3.777 -4.880 -0.732 0.000
C 0.863 -1.080 5.894 0.000
H -2.254 5.284 5.674 0.000
H -5.298 -4.565 1.614 0.000
H 1.849 -4.172 -1.594 0.000
H 0.498 -1.669 0.673 0.001
H -2.622 3.749 4.100 0.000
H 2.365 -4.088 -5.950 0.000
H -2.628 -2.704 2.716 0.000
H -1.639 -0.309 -5.090 0.000
H 4.085 2.930 -5.480 0.000
H -1.918 -0.663 4.006 0.000
H -3.261 -6.378 -1.417 0.000
H 1.208 -2.847 -4.488 0.000
H -5.405 -4.129 -0.023 0.000
H 1.846 -0.629 6.024 0.000
H -3.447 -1.646 -5.100 0.000
H -0.262 -1.849 4.222 0.000
H 0.294 4.635 0.179 0.000
H 0.216 -1.024 -0.953 0.004
H -1.526 4.592 2.933 0.000
H 1.800 -1.416 -3.191 0.000
H 3.536 -1.359 -3.904 0.000
H 4.668 4.278 -4.675 0.000
H 2.789 5.188 -0.293 0.000
H -5.328 0.809 -5.360 0.000
H -3.374 -0.989 0.889 0.002
H 1.467 4.617 1.426 0.000
H 0.616 6.982 -1.093 0.000
H -0.155 6.600 3.771 0.000
H -0.141 2.232 -0.744 0.020
H 0.647 0.665 0.935 0.091
H 6.435 1.546 -5.142 0.000
H -1.105 -0.067 6.120 0.000
H 3.719 -3.760 -4.840 0.000
H 2.728 -5.510 1.165 0.000
H 2.007 6.259 -2.104 0.000
H -4.643 -2.164 1.088 0.000
H -4.620 0.281 -6.629 0.000
H -1.089 -1.604 0.007 0.009
H 3.401 -5.808 -1.161 0.000
H 4.439 -5.724 1.321 0.000
H 0.467 -0.314 3.907 0.000
H -3.630 -0.016 3.570 0.001
H 6.058 2.810 -3.349 0.000
H 1.429 -1.662 3.717 0.000
H -5.886 -5.666 0.462 0.000
H -4.721 -0.620 1.900 0.000
H -3.488 -6.404 1.076 0.000
H 3.849 -4.114 1.310 0.000
H -1.796 6.861 3.512 0.000
H 5.936 0.370 -3.938 0.000
H -5.798 -0.894 -5.811 0.000
H 2.666 -3.158 -0.374 0.000
H 0.027 0.666 7.059 0.000
H 0.301 6.005 1.381 0.000
H 3.632 -3.024 -6.396 0.000
H 4.906 0.825 -5.280 0.000
H -1.256 0.959 -1.117 0.066
H -3.568 -4.556 -1.511 0.000
H -0.936 7.468 5.010 0.000
H -2.649 1.141 -5.471 0.000
```

Properties
* expectation value of S²: 0.76
* relative energy (zero: lowest compared OMol25 entry of this formula, charge and spin): 3.4737 eV
* total charge: +1
* E: -3816.91976 a.u.
* strongest force on any atom: 8.953 eV/Å
* orbital gap (alpha / beta): 9.67 / 2.41 eV
* 2S+1: 2
* M: 1020.9 g/mol